Here is 7 unconnected molecules or ions with the total composition C7H14Cl14 from the OMol25 dataset. Energies are from wB97M-V/def2-TZVPD.

Geometry as ORCA input:
```
! wB97M-V def2-TZVPD RIJCOSX def2/J DEFGRID3
* xyz 0 1
Cl -19.28174 12.20979 6.36913
C -18.51796 12.55042 7.91152
Cl -17.80801 14.18074 7.98887
H -19.22824 12.46134 8.72036
H -17.71635 11.83874 8.05841
Cl -19.95147 15.19004 13.13960
C -19.82186 13.60920 12.42295
Cl -18.20669 13.34673 11.76075
H -19.99263 12.86845 13.18107
H -20.49018 13.58262 11.58189
Cl -10.90452 18.31884 8.23949
C -10.75163 17.47732 9.78686
Cl -12.17287 16.51312 10.17637
H -9.91057 16.80180 9.75397
H -10.62832 18.21011 10.56942
Cl -14.80808 15.20862 7.13613
C -13.47922 15.96543 6.21843
Cl -11.90710 15.33297 6.68329
H -13.67383 15.77562 5.17688
H -13.48412 17.01449 6.46766
Cl -16.92285 16.55337 10.71119
C -15.61181 15.40682 10.53993
Cl -14.70637 15.19150 12.03775
H -16.05145 14.45624 10.28588
H -14.92756 15.75323 9.78077
Cl -13.51339 19.90521 6.14457
C -14.78070 19.97878 7.39091
Cl -14.86560 18.50951 8.34367
H -14.54949 20.82414 8.02128
H -15.72894 20.12159 6.89459
Cl -18.27973 17.79790 14.40768
C -17.08377 16.51718 14.36005
Cl -17.19130 15.43195 15.75669
H -17.24321 15.91898 13.47853
H -16.10960 16.97688 14.37282
*
```

Output
E_HOMO: -10.57 eV
ΔE to the lowest compared entry with this formula, charge and spin: 7.1 kJ/mol
energy: -6717.78705 a.u.
SMILES: ClCCl.ClCCl.ClCCl.ClCCl.ClCCl.ClCCl.ClCCl
LUMO energy: 0.015 Ha

---

Here is 2 unconnected molecules or ions with the total composition C7H14ClNO2 in a non-equilibrium geometry from the OMol25 dataset. Energies are from wB97M-V/def2-TZVPD.

Geometry as ORCA input:
```
! wB97M-V def2-TZVPD RIJCOSX def2/J DEFGRID3
* xyz 0 3
C -0.25355 -0.33678 2.04791
C -2.07174 -0.51028 0.32210
C -0.54322 -2.44546 0.75027
C 1.47406 1.94675 -2.56060
C 0.35473 -0.48449 -0.37206
C 0.56007 1.66118 -0.40912
C -0.63944 -0.90716 0.68050
N 1.83823 1.59864 0.05323
O 2.02121 1.58688 1.28335
O 0.34650 1.96837 -1.69673
Cl -0.08603 -0.77672 -1.99976
H -0.84590 -0.81659 2.82481
H -0.43336 0.73234 2.09844
H 0.79660 -0.51224 2.26055
H -2.40911 -1.03692 -0.56650
H -2.14756 0.55744 0.13634
H -2.73815 -0.76521 1.14315
H -0.79394 -2.89142 -0.20862
H 0.46051 -2.75562 1.03057
H -1.24184 -2.81676 1.49729
H 2.05752 2.86450 -2.44443
H 1.07891 1.88431 -3.57447
H 2.11760 1.09038 -2.35168
H 1.37954 -0.77591 -0.16999
H -0.28164 1.94075 0.22545
*
```

Output
E_HOMO (alpha / beta): -7.41 / -8.65 eV
ΔE to the lowest compared entry with this formula, charge and spin: 0.0 kJ/mol
⟨S²⟩: 2.051
energy: -940.36151 a.u.
LUMO energy (alpha / beta): 0.030 / -0.043 Ha

---

Here is a molecular structure, C7H14IN2O5PS2Zn in a non-equilibrium geometry from the OMol25 dataset. Energies are from wB97M-V/def2-TZVPD.

Geometry as ORCA input:
```
! wB97M-V def2-TZVPD RIJCOSX def2/J DEFGRID3
* xyz 2 1
N -1.42892 -0.97424 3.54739
C -1.74269 -1.83153 2.54268
O -2.79126 -2.42984 2.44222
C -0.82411 -2.10078 1.35799
C 0.62429 -1.64629 1.24535
C 0.64410 -0.33564 0.46886
C 0.47325 -0.57521 -1.01746
C 0.78446 0.64540 -1.88199
N -0.08470 0.63747 -3.04101
S 2.56942 0.50213 -2.46960
C 0.62728 1.95557 -1.09144
I 1.07161 3.61392 -2.30664
P -1.15710 2.11591 -0.46871
O -1.99580 0.99280 -0.96670
S 1.79387 1.95453 0.33772
O 3.08291 2.32016 -0.12462
O 1.16411 2.70061 1.37521
O 1.83992 0.40951 0.74853
H -0.45172 -0.72049 3.61711
H -2.01386 -0.14471 3.58103
H -0.89466 -3.20138 1.26089
H -1.42939 -1.62300 0.57262
H 1.05525 -1.49025 2.23500
H 1.26205 -2.37533 0.74800
H -0.18031 0.25004 0.88239
H -0.55011 -0.87662 -1.25198
H 1.13994 -1.38324 -1.31962
H -0.12263 -0.29830 -3.43624
H 0.27431 1.22685 -3.78699
H 2.31887 0.47132 -3.77966
H -1.03291 2.05209 0.91836
H -1.56732 3.41959 -0.75118
Zn -2.45813 -3.26106 -0.18751
*
```

Output
E_HOMO: -14.90 eV
energy: -3974.75480 a.u.
LUMO energy: -0.463 Ha

---

Here is a molecular structure, C7H14InOPS in a non-equilibrium geometry from the OMol25 dataset. Energies are from wB97M-V/def2-TZVPD.

Geometry as ORCA input:
```
! wB97M-V def2-TZVPD RIJCOSX def2/J DEFGRID3
* xyz 0 1
C -0.40897 -1.23360 -2.42470
C -0.63721 -0.41188 -3.46099
C -0.42168 0.98597 -3.52351
C 0.14540 1.73198 -2.46094
C 0.47740 1.21429 -1.26010
In -0.07513 -0.61229 -0.47568
P 0.13982 -2.90352 0.31061
H -0.64021 -2.28724 -2.46016
H -1.01239 -0.89218 -4.36445
H -0.63335 1.49749 -4.46904
H 1.06453 1.74202 -0.52483
H 0.38661 2.78064 -2.65552
H 1.37982 -3.17596 0.88786
H 0.09943 -3.86904 -0.70031
H -0.69878 -3.49043 1.24802
C 0.64149 0.28851 3.66535
S 0.36423 0.19726 1.90776
C -0.85665 1.57820 1.82763
O 1.80617 0.41115 1.48789
H -0.29863 0.24393 4.17768
H 1.19583 1.21904 3.85676
H 1.26608 -0.56112 3.92127
H -0.42747 2.41074 2.38563
H -1.06212 1.90755 0.80862
H -1.79422 1.22848 2.29516
*
```

Output
E_HOMO: -5.88 eV
ΔE to the lowest compared entry with this formula, charge and spin: 15.7 kJ/mol
energy: -1279.73849 a.u.
LUMO energy: -0.004 Ha

---

Here is 2 unconnected molecules or ions with the total composition C7H14N in a non-equilibrium geometry from the OMol25 dataset. Energies are from wB97M-V/def2-TZVPD.

Geometry as ORCA input:
```
! wB97M-V def2-TZVPD RIJCOSX def2/J DEFGRID3
* xyz 1 1
C -0.94142 -0.43015 1.63361
C -0.40529 -1.34009 -1.59293
C -1.84760 -1.22569 -1.00287
C -0.75165 -0.22153 -0.74685
C -0.75283 1.09524 -1.53999
C 2.12460 0.21285 1.54791
C 1.32630 0.98464 0.64487
N -0.32848 -0.23269 0.56072
H -0.53925 -0.19825 2.55319
H -2.01953 -0.81341 1.68544
H 0.25940 -2.15890 -1.20907
H -0.31397 -1.17950 -2.59747
H -2.56456 -1.14167 -1.76106
H -1.98640 -1.99465 -0.12400
H -1.61605 1.20362 -2.08029
H 0.06047 0.92177 -2.30147
H -0.56702 1.86527 -0.84037
H 3.07755 0.56750 1.98089
H 1.55010 -0.00647 2.44655
H 2.46544 -0.78882 1.15364
H 1.56513 1.08189 -0.37280
H 0.68516 1.96001 0.98433
*
```

Output
E_HOMO: -14.13 eV
ΔE to the lowest compared entry with this formula, charge and spin: 378.1 kJ/mol
energy: -329.46351 a.u.
LUMO energy: -0.167 Ha

---

Here is a gas-phase ion, C7H14N (charge +1) in a non-equilibrium geometry from the OMol25 dataset. Energies are from wB97M-V/def2-TZVPD.

Geometry as ORCA input:
```
! wB97M-V def2-TZVPD RIJCOSX def2/J DEFGRID3
* xyz 1 1
C -2.71702 0.33160 0.11597
N -1.41003 -0.35076 0.44873
C -0.91914 -1.10412 -0.66840
C 0.34597 -0.99655 -1.01906
C 1.13174 0.02144 -0.17670
C 1.85196 0.91765 -1.20616
C 2.02272 -0.48784 1.00639
C -0.35661 0.68105 0.76372
H -2.60669 1.13688 -0.66572
H -3.33374 -0.42662 -0.15571
H -3.22907 0.69337 1.08768
H -1.67690 -0.88964 1.30606
H -1.68439 -1.62477 -1.15949
H 0.85955 -1.64422 -1.69972
H 1.63867 1.88473 -0.77947
H 1.45769 0.80033 -2.23509
H 2.91198 0.72777 -1.07625
H 2.74409 -1.18148 0.61320
H 1.32911 -0.87203 1.75573
H 2.50519 0.29157 1.54922
H -0.07406 0.51624 1.85886
H -0.79103 1.57541 0.33622
*
```

Output
E_HOMO: -14.19 eV
ΔE to the lowest compared entry with this formula, charge and spin: 195.6 kJ/mol
energy: -329.53304 a.u.
SMILES: C[N@H+]1C=CC(C)(C)C1
LUMO energy: -0.118 Ha

---

Here is a gas-phase ion, C7H14N (charge +1) in a non-equilibrium geometry from the OMol25 dataset. Energies are from wB97M-V/def2-TZVPD.

Geometry as ORCA input:
```
! wB97M-V def2-TZVPD RIJCOSX def2/J DEFGRID3
* xyz 1 1
C -1.60487 2.27807 -2.21343
C -1.32044 1.30073 -1.36508
C -0.10431 0.42914 -1.42761
C 0.00245 -0.65267 -0.40712
C -1.07653 -1.32882 -0.01307
C 1.34809 -1.09659 0.14789
C 1.68590 -0.53921 1.52733
N 0.47162 -0.21899 2.35396
H -2.52538 2.84163 -2.16013
H -1.04361 2.35681 -3.13895
H -1.96226 1.20445 -0.49083
H 0.81321 1.00596 -1.51668
H -0.07782 0.00071 -2.41765
H -1.00885 -2.23186 0.59363
H -2.08558 -1.13263 -0.34441
H 2.19164 -0.87659 -0.50167
H 1.25224 -2.18146 0.17057
H 2.32595 -1.10244 2.13525
H 2.21076 0.40416 1.39263
H 0.64029 -0.32046 3.35313
H 0.14857 0.73659 2.20696
H -0.28108 -0.87652 2.11530
*
```

Output
E_HOMO: -12.66 eV
ΔE to the lowest compared entry with this formula, charge and spin: 100.1 kJ/mol
energy: -329.56940 a.u.
SMILES: C=CCC(=C)CC[NH3+]
LUMO energy: -0.130 Ha

---

Here is 2 unconnected molecules or ions with the total composition C7H14N in a non-equilibrium geometry from the OMol25 dataset. Energies are from wB97M-V/def2-TZVPD.

Geometry as ORCA input:
```
! wB97M-V def2-TZVPD RIJCOSX def2/J DEFGRID3
* xyz 1 1
C 0.96118 0.52839 -1.29817
C 1.83955 0.37368 -0.32974
C 0.50374 -0.10985 -0.08201
C 3.09974 0.55841 0.22737
C 0.23061 -2.28358 -0.00110
C -2.64868 0.32737 -0.50265
C -1.63547 1.18116 0.24195
N -0.61117 0.29296 0.86441
H 0.76351 1.08462 -2.13040
H 3.81479 0.86569 -0.44316
H 3.41775 -0.31929 0.81888
H 2.97833 1.22510 1.08725
H 0.37787 -2.57068 -1.00443
H -0.72425 -2.34858 0.52449
H 1.06345 -2.84919 0.41384
H -3.12212 -0.43405 0.18302
H -3.37889 1.10953 -0.81996
H -2.11145 -0.20216 -1.38016
H -2.18060 1.66248 1.05738
H -1.23557 1.92913 -0.37634
H -1.19812 -0.66171 1.05813
H -0.20423 0.64060 1.89139
*
```

Output
E_HOMO: -12.41 eV
ΔE to the lowest compared entry with this formula, charge and spin: 502.0 kJ/mol
energy: -329.41632 a.u.
LUMO energy: -0.121 Ha

---

Here is a molecular structure, C7H14N in a non-equilibrium geometry from the OMol25 dataset. Energies are from wB97M-V/def2-TZVPD.

Geometry as ORCA input:
```
! wB97M-V def2-TZVPD RIJCOSX def2/J DEFGRID3
* xyz 1 1
C -1.89207 -0.16865 0.01353
C -3.18257 -0.41427 0.10157
C -0.98466 0.65935 0.89341
C -0.91880 -0.62683 -1.04520
C 0.31313 0.43437 0.09164
C 0.96134 1.61229 -0.55774
C 2.31760 -1.06366 -0.06294
N 1.24870 -0.48808 0.78062
H -3.68934 -1.02227 -0.62700
H -3.78270 -0.01410 0.89977
H -1.27265 1.70988 0.91785
H -0.93091 0.31483 1.92836
H -0.64670 -1.67219 -1.06245
H -0.99632 -0.16994 -2.01880
H 1.68598 1.32655 -1.31580
H 1.45698 2.24073 0.18550
H 0.19691 2.21463 -1.04132
H 1.87595 -1.49681 -0.95885
H 3.03019 -0.29381 -0.35144
H 2.84824 -1.84105 0.48593
H 1.68178 0.01003 1.57242
H 0.67991 -1.25099 1.17094
*
```

Output
E_HOMO: -13.24 eV
ΔE to the lowest compared entry with this formula, charge and spin: 156.6 kJ/mol
energy: -329.54788 a.u.
LUMO energy: -0.118 Ha

---

Here is 2 unconnected molecules or ions with the total composition C7H14N2 in a non-equilibrium geometry from the OMol25 dataset. Energies are from wB97M-V/def2-TZVPD.

Geometry as ORCA input:
```
! wB97M-V def2-TZVPD RIJCOSX def2/J DEFGRID3
* xyz 0 1
C -1.74695 0.19647 0.63549
C -0.79475 -0.05212 -0.50980
C -0.28507 1.14926 -1.19793
C -0.70217 2.48130 -0.90143
N -0.00378 3.32163 -1.80684
C 0.76900 2.46885 -2.52725
N 0.56009 1.16995 -2.24988
H -2.78955 0.04150 0.32384
H -1.67369 1.05131 1.21829
H -1.53766 -0.69828 1.31681
H 0.16072 -0.48073 -0.07860
H -1.29260 -0.72412 -1.08705
H -1.45258 2.95913 -0.25098
H 0.17336 4.26013 -1.49942
H 1.40625 2.76940 -3.27965
C 1.76971 -2.08852 1.54561
C 0.51746 -2.91807 1.39349
H 2.52686 -2.14628 0.74103
H 1.58565 -1.01136 1.63418
H 2.30657 -2.21876 2.43561
H -0.36199 -2.33659 1.07526
H 0.23757 -3.41097 2.27951
H 0.62758 -3.78311 0.78971
*
```

Output
E_HOMO: -8.35 eV
ΔE to the lowest compared entry with this formula, charge and spin: 123.8 kJ/mol
energy: -384.58476 a.u.
SMILES: CCc1c[nH]cn1.CC
LUMO energy: 0.035 Ha

---

Here is 2 unconnected molecules or ions with the total composition C7H14N2 in a non-equilibrium geometry from the OMol25 dataset. Energies are from wB97M-V/def2-TZVPD.

Geometry as ORCA input:
```
! wB97M-V def2-TZVPD RIJCOSX def2/J DEFGRID3
* xyz 0 1
C 0.36554 -0.66494 -2.47710
C 1.09725 -0.36304 -1.28978
C 1.84219 0.73521 -0.81920
N 2.47123 0.31510 0.38414
C 2.07783 -0.99813 0.55485
N 1.24617 -1.46229 -0.37029
H 0.38937 0.13808 -3.19294
H -0.70077 -0.60718 -2.30269
H 0.66007 -1.62903 -3.00802
H 1.74766 1.69030 -1.31774
H 2.50472 0.88008 1.21686
H 2.56546 -1.65942 1.14830
C -2.14163 -0.39035 0.40472
C -1.84157 0.65492 1.50248
C -0.37733 0.87082 1.50482
H -3.23420 -0.30473 -0.08955
H -2.19661 -1.51144 0.62444
H -1.51240 -0.32258 -0.50193
H -2.38159 1.66379 1.28890
H -2.25949 0.02842 2.39766
H 0.14627 -0.08724 1.71749
H -0.21439 1.21968 0.46415
H -0.25378 1.80395 2.16046
*
```

Output
E_HOMO: -8.59 eV
ΔE to the lowest compared entry with this formula, charge and spin: 214.2 kJ/mol
energy: -384.55032 a.u.
SMILES: Cc1c[nH]cn1.CCC
LUMO energy: 0.034 Ha

---

Here is a molecular structure, C7H14N2 in a non-equilibrium geometry from the OMol25 dataset. Energies are from wB97M-V/def2-TZVPD.

Geometry as ORCA input:
```
! wB97M-V def2-TZVPD RIJCOSX def2/J DEFGRID3
* xyz 0 1
C -2.57052 -1.20642 0.16856
C -1.94075 0.11037 0.33801
C -2.29839 1.50692 0.03220
C 1.55142 -0.71084 -1.57545
C 1.93482 -1.02170 0.86687
C 1.82428 1.24138 -0.25466
C 1.69383 -0.18116 -0.37543
N -1.68241 -1.61982 1.23609
N -1.13275 -0.30348 1.25123
H -2.41194 -1.78140 -0.79635
H -3.14231 1.61005 0.58704
H -1.53780 2.15063 0.38446
H -2.41604 1.56692 -1.04581
H 1.51091 -0.04141 -2.47314
H 1.24092 -1.79791 -1.55718
H -3.67446 -1.30978 0.46839
H 2.90077 -1.46234 0.78434
H 1.83109 -0.23229 1.55319
H 1.16153 -1.70887 0.88040
H 2.62342 1.54584 0.35034
H 1.86100 1.79963 -1.15531
H 0.95139 1.59903 0.34478
H -0.98070 -2.28024 0.88350
*
```

Output
E_HOMO: -8.93 eV
ΔE to the lowest compared entry with this formula, charge and spin: 380.6 kJ/mol
energy: -384.48691 a.u.
LUMO energy: 0.032 Ha

---

Which formula does entry 12 have?
C7H14N2